No. 1
Molecular formula: CH6N3
Method: DFT, ωB97M-V with the def2-TZVPD basis set

Geometry as XYZ:
```
10
Properties=species:S:1:pos:R:3:forces:R:3:lowdin_charge:R:1
C 1.4867 -0.5013 -0.6059 -0.59 -2.21 -1.20 0.03
N 1.6501 -0.1585 0.7186 -0.01 -0.14 2.47 0.10
N 0.4334 -0.2039 0.5146 2.27 0.37 -0.25 0.32
N -2.3947 0.3841 0.1200 2.55 0.28 -0.12 -0.03
H 1.7141 0.1847 -1.3896 -0.21 0.83 -0.14 0.12
H 1.5505 -1.5792 -0.8612 -0.02 0.82 0.27 0.14
H 2.3173 -0.1266 1.5666 -1.29 0.25 -1.13 0.26
H -1.6807 0.9326 0.6756 -1.32 -0.83 -0.77 -0.01
H -1.8653 0.0669 -0.7685 -2.00 1.16 1.64 0.03
H -3.2112 1.0013 0.0297 0.63 -0.54 -0.78 0.02
```
Forces are in eV/Å.

Calculated values
Gap between HOMO and LUMO (eV): 5.8
Total charge: +1
E_LUMO (eV): -7.54
F_max (eV/A): 2.832

---

No. 2
Molecular formula: CH6N3O
Method: DFT, ωB97M-V with the def2-TZVPD basis set

Geometry as XYZ:
```
11
Properties=species:S:1:pos:R:3:forces:R:3:lowdin_charge:R:1
C -1.2916 0.0844 -0.0208 4.22 0.65 1.23 0.19
N 0.2186 0.8237 1.5911 3.32 0.77 2.97 0.12
N 0.8671 -1.0074 -0.1171 2.18 -0.37 0.07 0.13
N -0.0992 0.0982 0.5733 -3.57 -0.41 -1.11 -0.20
O 1.9618 -0.9409 0.2119 -1.84 0.13 -0.12 0.19
H -1.9484 0.8734 0.2447 -1.02 0.16 0.15 0.11
H -1.2185 -0.4512 -0.9228 -0.80 -0.82 -0.95 0.06
H 0.1539 -0.6507 -3.0574 0.50 -0.38 0.43 0.05
H -0.4269 1.5230 1.9406 0.06 -0.15 -0.17 0.14
H 1.1521 0.6860 2.1586 -2.54 0.04 -1.91 0.20
H 0.6310 -1.0385 -2.6021 -0.52 0.38 -0.59 0.02
```
Forces are in eV/Å.

Calculated values
Gap between HOMO and LUMO (eV): 8.7
Total charge: +1
E_LUMO (eV): -6.56
F_max (eV/A): 4.516

---

No. 3
Molecular formula: CH6N3O
Method: DFT, ωB97M-V with the def2-TZVPD basis set

Geometry as XYZ:
```
11
Properties=species:S:1:pos:R:3:forces:R:3:lowdin_charge:R:1
N -1.7506 0.7418 -0.1222 0.17 1.17 1.31 0.04
N -0.8132 -0.2619 0.0990 1.45 -0.52 -1.80 -0.02
C 0.5551 -0.0090 0.0482 2.68 1.22 -0.96 -0.16
N 1.3764 -0.9911 0.3633 -3.02 -2.41 -0.74 0.21
O 1.5906 1.0947 -0.3013 -3.82 -2.86 1.23 0.08
H -2.1154 1.0129 0.8095 -0.10 -0.22 -1.13 0.13
H -2.4755 0.5109 -0.7939 0.28 -0.16 0.17 0.11
H -1.1418 -1.2406 -0.2200 1.23 1.79 1.13 0.21
H 1.1152 -1.9813 0.1679 -0.14 1.13 0.79 0.17
H 2.3363 -0.8918 0.3878 2.24 0.95 -0.16 0.11
H 1.3229 2.0154 -0.4383 -0.97 -0.08 0.17 0.12
```
Forces are in eV/Å.

Calculated values
Structure (SMILES): N/[NH+]=C(/N)O
Gap between HOMO and LUMO (eV): 10.2
Total charge: +1
E_LUMO (eV): -4.65
F_max (eV/A): 4.929

---

No. 4
Molecular formula: CH6N3O
Method: DFT, ωB97M-V with the def2-TZVPD basis set

Geometry as XYZ:
```
11
Properties=species:S:1:pos:R:3:forces:R:3:lowdin_charge:R:1
C 2.1893 -0.8850 -0.4665 4.87 -0.58 -4.43 -0.36
N 3.0802 -1.0219 -1.2776 -1.76 0.15 1.73 0.25
N -0.6954 0.8210 0.0344 0.49 -2.12 -1.43 0.07
N -1.3672 -0.3603 0.4439 -0.38 -0.55 -6.53 0.15
O 1.2862 -0.9683 0.2276 -2.81 -0.22 2.56 0.12
H -1.0156 1.6521 0.4048 -0.61 1.72 1.15 0.09
H 3.7282 -0.4405 -1.7656 0.18 0.25 0.01 0.10
H 0.2778 0.5988 -0.0846 -0.02 0.63 0.44 0.07
H -0.6944 -1.1430 0.3060 -0.28 0.39 0.77 0.16
H -2.1531 -0.5655 -0.3187 1.66 0.40 2.03 0.24
H -1.7922 -0.3131 1.2895 -1.33 -0.07 3.69 0.12
```
Forces are in eV/Å.

Calculated values
Gap between HOMO and LUMO (eV): 11.6
Total charge: +1
E_LUMO (eV): -3.72
F_max (eV/A): 6.606

---

No. 5
Molecular formula: CH6N3S2
Method: DFT, ωB97M-V with the def2-TZVPD basis set

Geometry as XYZ:
```
12
Properties=species:S:1:pos:R:3:forces:R:3:lowdin_charge:R:1
N 0.8937 1.4032 0.2322 0.86 1.24 -3.64 0.18
C 0.2211 0.3266 0.3232 -1.90 -5.28 -4.14 -0.33
N 0.1317 -0.7210 -1.1816 -0.11 1.87 4.79 -0.42
S 1.3639 -0.4864 -2.3174 -0.47 0.07 0.63 0.79
N -0.4987 -0.2784 1.2459 0.91 1.59 0.42 -0.32
S -1.6652 -1.5773 1.0500 -0.43 0.98 1.27 0.85
H 1.1203 1.7596 -0.8306 -0.31 -1.37 3.28 0.20
H 0.8786 2.0691 0.9588 0.15 1.06 0.78 0.12
H 0.0890 -1.6365 -0.7034 0.60 0.48 -0.67 0.00
H 0.3779 -0.0272 -3.0579 0.24 0.47 -1.30 -0.12
H -0.5515 0.1577 2.1669 0.15 -0.13 -0.27 0.12
H -2.3608 -0.9893 2.1140 0.30 -0.97 -1.15 -0.06
```
Forces are in eV/Å.

Calculated values
Structure (SMILES): N/C(NS)=[NH+]/S
Gap between HOMO and LUMO (eV): 9.8
Total charge: +1
E_LUMO (eV): -4.06
F_max (eV/A): 6.973

---

No. 6
Molecular formula: CH6N4O
Method: DFT, ωB97M-V with the def2-TZVPD basis set

Geometry as XYZ:
```
12
Properties=species:S:1:pos:R:3:forces:R:3:lowdin_charge:R:1
C 1.0544 -0.5065 -0.4398 6.27 3.78 1.75 -0.02
N -1.2152 -0.0011 0.4448 0.84 -1.33 4.60 0.18
N 1.9943 -0.3883 0.5004 0.50 0.51 -0.75 0.19
N -2.2542 0.3664 -0.0089 -1.73 1.24 -1.34 0.22
N 2.3604 0.8720 0.0307 -2.32 -0.66 0.65 0.12
O 1.4231 0.6610 -0.9746 -0.51 0.37 -1.46 0.11
H 0.2635 -1.0464 -0.6756 -2.71 -2.75 -1.08 0.10
H -1.1224 0.1340 1.5944 -0.30 0.53 -3.29 0.26
H 2.3336 -0.7486 1.3664 0.06 -0.92 0.65 0.19
H -2.8725 1.0485 0.4744 -0.44 -0.58 -0.07 0.21
H -2.4745 0.0582 -0.9945 0.00 0.71 0.68 0.22
H 3.2340 1.3784 -0.1363 0.33 -0.88 -0.36 0.21
```
Forces are in eV/Å.

Calculated values
Gap between HOMO and LUMO (eV): 8.4
Total charge: +2
E_LUMO (eV): -11.23
F_max (eV/A): 7.523

---

No. 7
Molecular formula: CH6N5S
Method: DFT, ωB97M-V with the def2-TZVPD basis set

Geometry as XYZ:
```
13
Properties=species:S:1:pos:R:3:forces:R:3:lowdin_charge:R:1
H -1.4490 -2.3665 0.5024 -0.68 0.30 -0.12 0.13
N -0.7064 -1.6758 0.4022 0.26 -1.07 0.30 0.18
N -0.9544 -0.5430 0.0846 4.51 1.52 -0.16 -0.22
N -2.0108 0.1197 -0.2068 -1.19 0.28 -0.18 0.18
N 0.3863 0.5863 -0.0482 -4.46 0.36 -0.34 0.16
C 1.6146 0.2972 0.1615 0.91 -1.35 0.34 -0.83
N 2.4050 1.3773 0.2664 0.03 0.11 -0.03 0.10
S 2.4743 -1.2248 0.2850 0.20 0.12 0.15 0.91
H -1.8942 1.0969 -0.4475 0.27 -0.14 0.08 0.14
H -2.9219 -0.3324 -0.2196 0.31 0.01 0.06 0.16
H 1.9900 2.2934 0.1844 0.06 -0.04 0.02 0.12
H 3.4043 1.2905 0.1780 -0.01 -0.03 -0.07 0.11
H 1.4186 -2.0180 0.1296 -0.22 -0.06 -0.05 -0.15
```
Forces are in eV/Å.

Calculated values
Structure (SMILES): [H]/N=[N+](N)/N=C(/N)S
Gap between HOMO and LUMO (eV): 9.6
Total charge: +1
E_LUMO (eV): -4.36
F_max (eV/A): 4.763

---

No. 8
Molecular formula: CH6NO
Method: DFT, ωB97M-V with the def2-TZVPD basis set

Geometry as XYZ:
```
9
Properties=species:S:1:pos:R:3:forces:R:3:lowdin_charge:R:1
C 0.9453 -0.3721 0.0034 -0.80 -0.58 0.73 0.17
N 1.6819 -0.0839 -0.9824 0.36 0.43 -0.14 0.21
H 1.2086 -0.1843 1.0360 0.44 0.35 -0.09 0.13
H -0.0087 -0.8776 -0.1125 0.05 0.11 -0.39 0.12
H 1.3878 -0.2899 -1.9344 0.07 0.02 0.04 0.17
H 2.5710 0.4120 -0.8650 -0.27 -0.23 -0.05 0.17
H -2.7466 -0.2441 0.3851 0.18 0.04 -0.01 0.05
H -2.7940 0.8244 1.4253 0.29 0.17 0.12 0.05
O -2.1601 0.3549 0.8684 -0.32 -0.30 -0.20 -0.07
```
Forces are in eV/Å.

Calculated values
Gap between HOMO and LUMO (eV): 9.7
Total charge: +1
E_LUMO (eV): -5.62
F_max (eV/A): 1.225

---

No. 9
Molecular formula: CH6NO
Method: DFT, ωB97M-V with the def2-TZVPD basis set

Geometry as XYZ:
```
9
Properties=species:S:1:pos:R:3:forces:R:3:lowdin_charge:R:1
N -1.2913 0.1900 -1.0605 0.53 -0.35 -0.83 0.30
H -1.5959 -0.7562 -1.2975 -0.40 0.11 0.17 0.16
H -1.9852 0.7043 -0.5220 0.03 -0.22 0.31 0.15
H -1.1680 0.6839 -1.9475 0.13 0.03 0.08 0.16
H -0.3599 0.0806 -0.5628 -0.51 0.51 0.07 0.08
O 0.6995 0.0925 0.6290 0.19 0.14 0.36 -0.04
C 1.6217 -0.1996 1.3565 -0.01 -0.78 -0.07 -0.01
H 2.5363 -0.6566 0.9559 0.09 0.23 -0.07 0.11
H 1.5428 -0.1388 2.4490 -0.06 0.34 -0.02 0.11
```
Forces are in eV/Å.

Calculated values
Gap between HOMO and LUMO (eV): 11.4
Total charge: +1
E_LUMO (eV): -3.78
F_max (eV/A): 1.044

---

No. 10
Molecular formula: CH6NO2
Method: DFT, ωB97M-V with the def2-TZVPD basis set

Geometry as XYZ:
```
10
Properties=species:S:1:pos:R:3:forces:R:3:lowdin_charge:R:1
N -2.0370 0.1388 0.1204 3.23 2.25 1.43 0.02
C -0.5613 -0.2260 0.4333 -3.49 -0.52 0.80 -0.35
O 0.3053 0.6157 -0.0685 -0.01 1.02 -0.06 0.05
H -2.1368 -0.2104 -0.7834 -0.74 -0.97 -2.00 0.01
H -1.7940 1.1470 -0.1015 -1.32 -0.95 0.47 0.08
H -0.4148 -1.2225 -0.0334 0.42 -0.10 0.86 0.15
H -0.5261 -0.1817 1.5874 0.55 -0.55 -1.32 0.18
H 1.6908 0.3225 -0.4369 3.28 0.55 -0.90 -0.01
H 2.7438 -0.5973 -0.0902 1.05 0.06 -0.28 0.01
O 2.7302 0.2138 -0.6272 -2.97 -0.79 0.99 -0.14
```
Forces are in eV/Å.

Calculated values
Gap between HOMO and LUMO (spin up / spin down) (eV): 11.3 / 7.3
Total charge: 0
2S+1: 2
E_LUMO (spin up / spin down) (eV): 0.71 / -3.20
F_max (eV/A): 4.187

---

Taking the records one at a time from the top gives calculated total energy values of -205.5324; -280.7368; -280.8750; -280.9029; -1001.9844; -335.0299; -713.2805; -171.4084; -171.4216; -246.8093 a.u..